No. 1
The following is a quantum chemistry calculation of a structure of composition C12H24N4O3PSSi2, from the Open Molecules 2025 dataset.

Geometry as ORCA input:
```
! RIJCOSX wB97M-V def2-TZVPD def2/J DEFGRID3
* xyz -1 1
N -4.80043 3.80421 3.48765
P -4.75779 2.27756 3.84291
O -5.07470 2.05198 5.48509
O -5.88062 1.39182 2.93398
C -3.11662 1.45139 3.54922
C -2.99662 0.22934 2.67113
C -1.71400 -0.44056 2.47188
C -0.50127 0.12807 3.12380
N 0.86666 -0.26583 3.12466
S 1.69110 0.85515 4.08229
N 0.51796 1.93484 4.58887
C -0.61852 1.37489 3.99512
C -1.94686 2.03229 4.21372
O -2.15659 3.14852 5.00027
H -5.53853 3.89103 2.76986
H -4.58588 1.26286 5.79216
H -5.93718 0.53633 3.41258
H -3.86902 -0.22350 2.12887
H -1.62633 -1.35914 1.84880
H -1.75064 3.94667 4.61479
C 0.03572 -2.94270 -4.51659
Si 1.50966 -2.05248 -3.72924
C 2.42606 -1.17274 -5.12421
C 2.63775 -3.38830 -3.02125
N 0.91621 -0.98070 -2.54032
Si 1.95074 0.00474 -1.60603
C 2.94057 1.22713 -2.64569
C 3.15087 -0.98793 -0.54225
C 0.88405 1.02640 -0.42292
H 0.38096 -3.64477 -5.28430
H -0.52269 -3.50387 -3.76429
H -0.63801 -2.22284 -4.98789
H 2.58812 -1.85992 -5.96354
H 3.40660 -0.81839 -4.80088
H 1.84744 -0.32275 -5.49160
H 2.18781 -3.85101 -2.14060
H 3.61395 -2.98502 -2.74336
H 2.81132 -4.17462 -3.76576
H 3.73706 0.73160 -3.20406
H 3.41298 1.98044 -2.00197
H 2.29203 1.75190 -3.35065
H 2.62691 -1.77790 -0.00002
H 3.63352 -0.33578 0.19663
H 3.94357 -1.43994 -1.14181
H 0.31485 0.37757 0.24642
H 0.19142 1.65672 -0.98526
H 1.51644 1.67725 0.19381
*
```

Calculated values
* LUMO energy: 0.54 eV
* Kohn-Sham gap: 3.86 eV
* energy: -60818.4219 eV

These are the Mulliken partial charges, in e, on atoms 1 to 5:
1. N -0.791
2. P 0.935
3. O -0.547
4. O -0.538
5. C 0.248

No. 2
The following is a quantum chemistry calculation of a structure of composition C12H24N7O3PTi, from the Open Molecules 2025 dataset.

Geometry as ORCA input:
```
! RIJCOSX wB97M-V def2-TZVPD def2/J DEFGRID3
* xyz 2 3
Ti 0.07173 -0.81865 -0.10728
N 0.00287 0.52923 4.13055
C -0.63182 -0.30508 3.24663
N 0.11848 -0.45291 2.19065
C 1.20206 0.39925 2.42602
N 1.13765 0.97784 3.59548
C 2.35301 0.45471 1.52363
C 3.55504 1.05185 1.82140
N 4.66017 0.88803 1.11609
C 4.52462 0.22198 0.02057
C 3.32831 -0.28265 -0.42286
N 2.23890 -0.13511 0.31158
H -0.36025 0.94046 4.97381
H -1.60199 -0.79798 3.36728
H 3.59543 1.61847 2.78958
H 5.39045 0.05156 -0.60776
H 3.26561 -0.74358 -1.35632
N -0.69071 -1.40203 -2.43532
C -1.66224 -2.49853 -2.29670
C -1.03057 -3.82359 -1.91136
C -0.55465 -3.90189 -0.45044
N 0.50615 -2.97994 0.00656
H -1.11561 -0.58664 -2.83488
H 0.05673 -1.66646 -3.08841
H -2.11500 -2.68532 -3.30975
H -2.37324 -2.25549 -1.53548
H -0.18589 -4.07406 -2.52473
H -1.88036 -4.51770 -2.05652
H -0.29169 -4.94906 -0.14300
H -1.39888 -3.75937 0.20823
H 1.32115 -3.17763 -0.56857
H 0.82698 -3.25145 0.92376
C -0.01975 4.07893 1.35977
O -0.29246 2.74568 0.95746
P -0.20399 2.41434 -0.62374
O -1.32790 3.33164 -1.24563
C -1.97615 2.95566 -2.50453
O -1.14129 0.93290 -0.45256
C -2.56734 0.93176 -0.17514
H 0.69651 4.58982 0.61453
H 0.48192 4.05624 2.32551
H -0.97091 4.64357 1.35618
H -3.02062 3.29848 -2.29848
H -1.80469 1.89378 -2.74126
H -1.45615 3.58507 -3.29328
H -2.83704 1.63678 0.59131
H -2.65735 -0.05762 0.20163
H -3.16517 0.89469 -1.07421
*
```

Calculated values
* energy above the lowest of the compared OMol25 structures with the same formula, charge and spin: 68.39 kJ/mol
* LUMO energy (spin up / spin down): -5.95 / -6.17 eV
* Kohn-Sham gap (spin up / spin down): 7.86 / 9.25 eV
* expectation value of S²: 2.00
* energy: -61798.0672 eV

These are the Mulliken partial charges, in e, on atoms 1 to 5:
1. Ti 0.606
2. N 0.030
3. C -0.200
4. N 0.024
5. C 0.043

No. 3
The following is a quantum chemistry calculation of a cluster of 4 separate species, C12H24O12 in total, from the Open Molecules 2025 dataset.

Geometry as ORCA input:
```
! RIJCOSX wB97M-V def2-TZVPD def2/J DEFGRID3
* xyz 0 1
C -11.84759 26.87894 -3.00902
O -10.71003 26.56114 -3.89319
C -10.29072 27.41379 -4.87258
O -10.70487 28.49862 -5.20005
O -9.33546 26.72423 -5.54967
C -8.80879 27.08385 -6.78110
H -12.66793 27.40291 -3.49954
H -11.46179 27.41822 -2.14391
H -12.32165 25.96940 -2.64009
H -7.85450 26.59907 -6.98701
H -8.50627 28.12329 -6.65403
H -9.50076 26.95395 -7.61322
C -8.84189 19.18502 -6.75573
O -8.30314 20.48797 -6.60685
C -7.40649 20.73551 -5.66174
O -7.13223 20.07445 -4.67028
O -6.83130 21.83873 -6.01018
C -5.71596 22.29232 -5.23956
H -8.32769 18.62379 -7.53591
H -9.89645 19.41329 -6.91035
H -8.89756 18.60316 -5.83570
H -4.86877 22.35627 -5.92240
H -5.49593 21.61363 -4.41550
H -5.91938 23.25767 -4.77606
C -6.38178 21.34488 -10.90957
O -5.27113 21.41370 -9.94649
C -4.24505 22.26217 -10.14005
O -4.11552 23.06339 -11.07171
O -3.38842 22.18418 -9.12425
C -2.07520 22.82537 -9.15331
H -7.08001 22.18132 -10.87881
H -6.85683 20.40829 -10.61762
H -6.04205 21.21162 -11.93667
H -1.46747 22.29060 -9.88321
H -1.61509 22.64136 -8.18246
H -2.15712 23.90769 -9.25313
C -7.56573 23.75116 -8.57821
O -7.11602 24.83155 -9.32690
C -5.90689 25.32738 -9.01358
O -5.25270 25.02138 -8.01736
O -5.52971 26.20835 -9.93294
C -4.11249 26.49662 -9.95239
H -6.83755 22.97143 -8.35488
H -8.47106 23.37447 -9.05421
H -7.83099 24.00714 -7.55244
H -4.07764 27.54969 -9.67322
H -3.58803 26.41565 -10.90448
H -3.59417 25.90809 -9.19537
*
```

Calculated values
* energy above the lowest of the compared OMol25 structures with the same formula, charge and spin: 161.28 kJ/mol
* SMILES: COC(=O)OC.COC(=O)OC.COC(=O)OC.COC(=O)OC
* LUMO energy: 0.66 eV
* Kohn-Sham gap: 11.33 eV
* energy: -37401.7004 eV

These are the Mulliken partial charges, in e, on atoms 1 to 5:
1. C -0.638
2. O -0.286
3. C 0.676
4. O -0.550
5. O -0.231

No. 4
The following is a quantum chemistry calculation of a structure of composition C12H24O17PtS2, from the Open Molecules 2025 dataset.

Geometry as ORCA input:
```
! RIJCOSX wB97M-V def2-TZVPD def2/J DEFGRID3
* xyz -2 3
Pt -6.39744 -39.37959 -11.79228
S -8.44891 -38.33251 -10.47190
O -7.38706 -37.57940 -11.14332
O -8.04184 -39.72095 -10.53295
O -8.90983 -37.82400 -9.18235
O -9.69763 -38.11184 -11.16106
S -6.46582 -42.00711 -12.75415
O -6.15665 -41.47418 -11.42567
O -6.76486 -40.77553 -13.39846
O -5.31196 -42.65220 -13.27362
O -7.61888 -42.93285 -12.73688
C -5.29494 -35.12900 -12.76114
C -6.64778 -35.16358 -13.56851
O -6.67644 -35.94882 -14.71546
C -6.81550 -37.26684 -14.69122
O -6.94063 -38.03852 -13.73381
O -6.73730 -37.69903 -16.00243
C -6.51920 -39.04922 -16.29302
H -5.34766 -34.66651 -11.77554
H -4.51627 -34.52692 -13.22940
H -5.03163 -36.16555 -12.55060
H -7.10621 -34.20271 -13.80235
H -7.14707 -35.59419 -12.70052
H -7.38330 -39.70856 -16.21122
H -5.74775 -39.63643 -15.79489
H -6.04212 -39.22341 -17.25747
C -3.38805 -41.17002 -15.62822
C -2.92729 -39.70775 -15.71225
O -3.69978 -39.04132 -14.73215
C -3.48512 -39.08971 -13.41983
O -4.39255 -38.73902 -12.61976
O -2.24521 -39.27599 -13.06021
C -1.90471 -39.60023 -11.69098
H -2.86707 -41.68924 -16.43264
H -4.44910 -41.41649 -15.58926
H -2.97170 -41.48922 -14.67279
H -3.17273 -39.23541 -16.66344
H -1.87636 -39.53479 -15.48045
H -1.00031 -40.20404 -11.61633
H -2.65240 -40.25305 -11.24056
H -1.79194 -38.72119 -11.05643
C -5.94178 -41.62819 -8.04553
C -4.55067 -41.04565 -8.43135
O -4.33272 -39.69327 -7.93119
C -4.77793 -38.72146 -8.81895
O -5.12136 -38.78730 -10.03390
O -4.78611 -37.62738 -8.17882
C -5.16927 -36.49223 -8.93509
H -5.91938 -41.64557 -6.95590
H -6.14809 -42.65224 -8.35677
H -6.76607 -41.00997 -8.40113
H -4.37027 -41.06139 -9.50620
H -3.75210 -41.66494 -8.02286
H -4.45099 -36.22930 -9.71164
H -5.01495 -35.69647 -8.20636
H -6.23723 -36.56359 -9.14121
*
```

Calculated values
* energy above the lowest of the compared OMol25 structures with the same formula, charge and spin: 385.16 kJ/mol
* LUMO energy (spin up / spin down): 4.19 / 4.19 eV
* Kohn-Sham gap (spin up / spin down): 4.54 / 5.07 eV
* expectation value of S²: 2.00
* energy: -72553.4138 eV

These are the Mulliken partial charges, in e, on atoms 1 to 5:
1. Pt 2.452
2. S 1.183
3. O -0.755
4. O -0.722
5. O -0.789

No. 5
The following is a quantum chemistry calculation of a cluster of 3 separate species, C12H25BClIO8S2 in total, from the Open Molecules 2025 dataset.

Geometry as ORCA input:
```
! RIJCOSX wB97M-V def2-TZVPD def2/J DEFGRID3
* xyz 0 1
C 2.15701 -1.92121 2.85172
C 1.59133 -3.12766 2.09634
C 2.34688 -4.41409 2.47470
C 1.61580 -2.89942 0.57701
C 0.42132 -3.47914 -0.18299
B -0.95754 -2.78808 0.02979
Cl -2.25886 -3.30722 -1.06561
C -1.29888 -1.63733 1.04119
C -2.40441 -1.95643 2.07005
C -2.48080 -3.41078 2.50545
I -4.34308 -1.30640 1.41042
H 3.24179 -1.88538 2.75463
H 1.90458 -1.96590 3.91089
H 1.75435 -0.98693 2.45741
H 0.55877 -3.25409 2.42805
H 2.38832 -5.11439 1.64210
H 3.36600 -4.18748 2.78637
H 1.86459 -4.93166 3.30441
H 2.52433 -3.37177 0.19608
H 1.70732 -1.84143 0.33737
H 0.33583 -4.55783 -0.00821
H 0.61078 -3.40141 -1.26005
H -0.41333 -1.30853 1.58492
H -1.63176 -0.78268 0.44622
H -2.23169 -1.33997 2.94725
H -3.11647 -3.51212 3.38226
H -1.48239 -3.76156 2.76889
H -2.89004 -4.04561 1.72219
O 2.96966 0.12955 -1.09876
S 2.48288 1.07363 -0.16133
O 3.23528 1.41423 0.98886
O 1.00555 0.62479 0.26768
C 0.06287 1.68100 0.02257
C 0.64531 2.41747 -1.16601
O 2.05920 2.41961 -0.90184
H 0.00514 2.31536 0.90869
H -0.90772 1.24017 -0.18720
H 0.30337 3.44394 -1.24076
H 0.45306 1.89115 -2.10228
O -1.59529 3.12134 -3.82150
S -0.88975 4.28513 -4.21946
O 0.24042 4.20366 -5.06457
O -0.52152 5.10509 -2.89134
C -1.03292 6.44624 -2.96496
C -2.28146 6.30684 -3.81306
O -1.89692 5.36255 -4.82343
H -0.28661 7.08571 -3.43747
H -1.24028 6.79269 -1.95672
H -2.56931 7.23256 -4.30172
H -3.12076 5.90381 -3.24425
*
```

Calculated values
* SMILES: CC(C)CCB(Cl)C[C@H](C)I.O=S1(=O)OCCO1.O=S1(=O)OCCO1
* LUMO energy: 0.16 eV
* Kohn-Sham gap: 9.32 eV
* energy: -72199.2085 eV

These are the Mulliken partial charges, in e, on atoms 1 to 5:
1. C -1.469
2. C 1.948
3. C -1.497
4. C -0.374
5. C -0.793